52
Properties=species:S:1:pos:R:3:forces:R:3:lowdin_charge:R:1 method="wB97M-V/def2-TZVPD" largest_force_ev_per_a=3.4 lumo_ev=-3.663 energy_ha=-965.4739 e_above_lowest_kj_mol=290.2 total_charge=+1
O 1.1344 -0.1316 0.4331 -0.56 -0.66 0.03 0.38
H 1.8542 -0.0704 1.0653 0.84 0.22 0.79 0.17
H 0.5705 0.6451 0.4158 -0.69 1.15 0.13 0.16
H 1.4292 -0.3399 -0.4565 0.56 -0.35 -1.08 0.17
O 1.4133 -2.6978 4.0846 -0.20 0.25 -0.13 -0.05
H 2.3002 -2.3566 4.1993 0.26 0.10 0.14 0.02
H 1.5206 -3.4575 3.5122 -0.03 -0.31 -0.06 0.03
O -0.5809 2.5032 -1.3616 0.37 -0.50 0.28 -0.05
H 0.0778 2.9466 -1.8961 0.13 0.13 -0.26 0.04
H -1.1957 3.1946 -1.1159 -0.35 0.15 0.18 0.04
O 1.1686 3.0692 2.1876 -0.17 -0.50 -0.24 -0.05
H 1.4762 3.7938 1.6430 0.01 0.28 -0.17 0.04
H 1.6494 3.1658 3.0096 0.08 0.02 0.31 0.04
O 4.0651 0.0346 2.8188 -0.44 -0.09 -0.33 -0.05
H 4.3451 0.5228 3.5931 0.02 0.19 0.24 0.04
H 4.8119 -0.5244 2.6044 0.26 -0.16 -0.08 0.04
C -2.8659 -2.2705 -2.1107 0.59 -1.31 0.37 -0.05
C -2.7770 -3.6933 -2.7228 -1.73 -0.07 1.39 -0.51
C -3.5594 -4.7711 -1.9887 0.58 -0.28 3.31 -0.07
O -3.3772 -3.6256 -3.9687 0.65 0.10 -2.21 -0.04
H -2.3588 -2.3053 -1.1465 0.21 0.29 0.10 0.06
H -3.8922 -1.9749 -1.8932 -0.03 -0.05 -0.40 0.08
H -2.3687 -1.5843 -2.7964 -0.16 0.15 0.15 0.07
H -1.7576 -4.0707 -2.8029 0.33 0.43 0.11 0.13
H -3.1476 -5.7801 -1.9681 -0.16 -0.19 -1.33 0.08
H -4.6474 -4.7829 -1.9233 0.00 0.24 -1.23 0.09
H -3.3887 -4.6478 -0.9192 0.30 0.63 0.65 0.06
H -2.6945 -4.0135 -4.5211 -0.57 0.06 -0.89 0.09
C 3.8881 0.2360 -4.5581 -0.44 1.39 -1.14 -0.08
C 4.2436 -0.3654 -3.2611 -0.26 0.14 0.72 -0.48
C 4.7127 0.7113 -2.2721 0.41 -0.51 -0.56 -0.05
O 3.0382 -0.9676 -2.7094 0.43 -0.22 0.41 -0.08
H 3.0154 0.8681 -4.3942 -0.18 0.04 -0.13 0.09
H 3.6546 -0.4431 -5.3781 0.08 -0.24 0.23 0.09
H 4.6690 0.9166 -4.8974 0.18 -0.11 -0.13 0.09
H 4.9916 -1.1306 -3.4683 0.19 -0.15 0.65 0.14
H 5.6617 1.1246 -2.6136 0.09 -0.07 0.01 0.09
H 4.8757 0.2998 -1.2760 -0.16 0.07 0.03 0.07
H 4.0233 1.5557 -2.2686 -0.25 -0.13 0.19 0.08
H 3.0329 -1.8712 -3.0337 -0.29 -0.13 0.01 0.09
C -3.8065 1.4855 3.3091 -0.10 1.08 0.67 -0.05
C -3.5082 3.0366 3.3513 -0.87 -1.54 0.48 -0.46
C -2.9030 3.5394 4.6845 0.33 -0.28 -0.62 -0.04
O -2.7030 3.3392 2.2252 0.05 0.50 -0.10 -0.07
H -4.5096 1.2557 2.5085 0.34 0.02 -0.22 0.07
H -4.2918 1.1462 4.2242 0.02 0.10 0.16 0.07
H -2.8798 0.9197 3.2129 0.04 -0.03 -0.17 0.07
H -4.4689 3.5268 3.1936 0.11 0.15 -0.16 0.13
H -1.8333 3.6441 4.5030 0.20 0.09 0.23 0.06
H -3.0166 2.8412 5.5138 -0.20 -0.03 -0.11 0.07
H -3.2749 4.5161 4.9942 -0.06 -0.06 -0.15 0.08
H -1.8162 3.0375 2.4354 0.23 0.00 -0.03 0.06

***

37
Properties=species:S:1:pos:R:3:forces:R:3:lowdin_charge:R:1 method="wB97M-V/def2-TZVPD" largest_force_ev_per_a=0.9 smiles="O=C1C=C(NCc2ccco2)C[C@@H](c2ccc(Cl)cc2)C1" lumo_ev=0.502 energy_ha=-1322.8209 e_above_lowest_kj_mol=136.7 total_charge=0
O 3.1033 -1.5765 -2.5152 -0.01 -0.05 0.02 0.05
C 2.5873 -1.0930 -1.5207 0.18 -0.02 0.26 -0.46
C 1.5925 -0.0568 -1.5766 -0.16 0.15 -0.21 0.01
C 1.0396 0.5225 -0.4819 0.19 0.01 -0.12 -0.24
N 0.1267 1.5148 -0.6106 0.02 0.01 -0.26 0.06
C -0.6149 2.1478 0.4625 -0.03 0.11 0.20 -0.11
C -1.4659 3.2438 -0.0839 -0.55 -0.61 -0.22 -0.28
C -2.6371 3.2129 -0.7843 0.56 -0.11 0.38 -0.02
C -2.9626 4.5612 -1.0690 0.34 0.44 0.14 -0.06
C -1.9659 5.3073 -0.5222 -0.75 0.12 -0.46 -0.12
O -1.0555 4.5203 0.0720 0.46 -0.05 0.26 0.05
C 1.4639 0.1214 0.8980 0.05 -0.12 0.13 -0.07
C 1.9109 -1.3496 0.9255 0.08 0.14 0.01 -0.26
C 0.6990 -2.2409 0.7732 0.01 -0.09 0.13 -0.18
C 0.3811 -2.9072 -0.4026 0.02 -0.01 0.10 -0.01
C -0.7671 -3.6753 -0.4971 -0.13 -0.07 0.04 -0.09
C -1.6114 -3.7826 0.5939 0.19 0.12 -0.02 -0.68
Cl -3.0516 -4.7351 0.4790 -0.16 -0.11 -0.01 0.66
C -1.3102 -3.1371 1.7822 -0.09 -0.04 -0.01 -0.10
C -0.1601 -2.3757 1.8607 0.02 -0.03 -0.12 -0.04
C 2.9916 -1.5619 -0.1285 0.01 -0.15 0.01 -0.08
H 1.2857 0.2555 -2.5649 -0.03 0.06 -0.13 0.12
H -0.1785 1.7280 -1.5479 0.02 0.03 0.08 0.14
H 0.0802 2.5789 1.1912 -0.16 -0.07 0.01 0.13
H -1.2567 1.4133 0.9708 0.10 0.19 0.00 0.13
H -3.1984 2.3424 -1.0559 -0.08 -0.25 -0.01 0.11
H -3.8192 4.9176 -1.6024 -0.16 0.16 -0.10 0.10
H -1.7984 6.3652 -0.4874 0.12 0.13 0.07 0.12
H 2.2988 0.7590 1.2067 -0.06 0.06 0.04 0.14
H 0.6492 0.2673 1.6074 0.04 0.05 0.02 0.11
H 2.3427 -1.5511 1.9137 -0.05 0.06 -0.11 0.15
H 1.0256 -2.8380 -1.2632 0.05 -0.06 -0.11 0.11
H -1.0036 -4.1877 -1.4163 -0.05 -0.06 -0.07 0.11
H -1.9664 -3.2335 2.6330 -0.07 -0.03 0.06 0.10
H 0.0770 -1.8810 2.7924 0.04 0.06 0.11 0.12
H 3.8790 -0.9858 0.1516 0.03 -0.02 0.00 0.13
H 3.2896 -2.6103 -0.1834 0.03 0.05 -0.07 0.13

***

8
Properties=species:S:1:pos:R:3:forces:R:3:lowdin_charge:R:1 method="wB97M-V/def2-TZVPD" largest_force_ev_per_a=11.7 lumo_ev=-5.308 energy_ha=-690.1673 e_above_lowest_kj_mol=469.9 total_charge=+1
C 0.0131 -0.5299 -0.8582 -1.40 0.73 0.40 -0.94
N -0.8585 -0.1931 0.4960 -2.33 -0.31 0.24 -0.19
I 1.1435 1.5101 -0.3132 -5.61 -1.58 9.16 1.28
I 1.1118 -2.1757 -0.3982 0.66 -0.82 0.30 0.87
H 1.8937 1.7996 -1.3620 6.54 2.35 -9.42 -0.43
H -0.3030 -0.0964 1.3624 -0.18 0.60 -0.33 0.08
H -1.5058 -0.9794 0.8300 0.82 0.91 -1.34 0.16
H -1.4948 0.6648 0.2432 1.49 -1.88 0.98 0.16

***

What did the third record say?
8
Properties=species:S:1:pos:R:3:forces:R:3:lowdin_charge:R:1 method="wB97M-V/def2-TZVPD" largest_force_ev_per_a=11.7 lumo_ev=-5.308 energy_ha=-690.1673 e_above_lowest_kj_mol=469.9 total_charge=+1
C 0.0131 -0.5299 -0.8582 -1.40 0.73 0.40 -0.94
N -0.8585 -0.1931 0.4960 -2.33 -0.31 0.24 -0.19
I 1.1435 1.5101 -0.3132 -5.61 -1.58 9.16 1.28
I 1.1118 -2.1757 -0.3982 0.66 -0.82 0.30 0.87
H 1.8937 1.7996 -1.3620 6.54 2.35 -9.42 -0.43
H -0.3030 -0.0964 1.3624 -0.18 0.60 -0.33 0.08
H -1.5058 -0.9794 0.8300 0.82 0.91 -1.34 0.16
H -1.4948 0.6648 0.2432 1.49 -1.88 0.98 0.16